No. 1
Below is C51H61GeN3O2OsP2 as an isolated structure, with properties calculated with ωB97M-V/def2-TZVPD.

CARTESIAN COORDINATES (ANGSTROEM)
Os (0.183, 0.646, 0.116)
C (0.698, -3.986, 2.929)
C (0.055, -2.721, 3.489)
C (0.180, -2.669, 5.013)
P (0.520, -1.193, 2.482)
C (-0.283, 0.165, 3.479)
C (-1.736, 0.361, 3.064)
C (0.529, 1.447, 3.354)
C (2.298, -0.878, 2.349)
C (3.119, -1.527, 3.270)
C (4.496, -1.414, 3.269)
C (5.332, -2.198, 4.235)
C (5.056, -0.518, 2.356)
C (4.272, 0.139, 1.440)
C (2.878, -0.066, 1.322)
N (2.164, 0.536, 0.324)
C (2.803, 1.025, -0.825)
C (3.872, 0.367, -1.437)
C (4.469, 0.883, -2.573)
C (4.032, 2.075, -3.130)
C (4.678, 2.655, -4.350)
C (2.941, 2.713, -2.553)
C (2.298, 2.193, -1.447)
P (0.804, 2.904, -0.674)
C (-0.156, 4.014, -1.876)
C (0.012, 3.712, -3.368)
C (-0.039, 5.520, -1.669)
C (1.746, 3.998, 0.578)
C (0.800, 4.637, 1.595)
C (2.772, 4.988, 0.037)
H (0.248, -4.864, 3.393)
H (1.765, -4.010, 3.126)
H (0.541, -4.064, 1.855)
H (-1.018, -2.764, 3.246)
H (1.193, -2.462, 5.344)
H (-0.101, -3.638, 5.423)
H (-0.479, -1.927, 5.455)
H (-0.242, -0.157, 4.526)
H (-1.793, 0.645, 2.011)
H (-2.186, 1.154, 3.660)
H (-2.320, -0.548, 3.203)
H (0.591, 1.759, 2.302)
H (1.540, 1.303, 3.734)
H (0.054, 2.245, 3.919)
H (2.648, -2.164, 4.001)
H (4.741, -2.970, 4.724)
H (5.754, -1.546, 5.000)
H (6.162, -2.678, 3.721)
H (6.123, -0.340, 2.364)
H (4.743, 0.842, 0.771)
H (4.225, -0.574, -1.036)
H (5.294, 0.357, -3.033)
H (5.686, 2.269, -4.473)
H (4.722, 3.741, -4.281)
H (4.098, 2.397, -5.238)
H (2.577, 3.622, -3.004)
H (-1.183, 3.731, -1.603)
H (0.813, 4.307, -3.801)
H (-0.909, 3.981, -3.883)
H (0.205, 2.659, -3.549)
H (0.945, 5.881, -1.958)
H (-0.245, 5.807, -0.642)
H (-0.773, 6.009, -2.312)
H (2.313, 3.211, 1.103)
H (0.496, 5.635, 1.287)
H (1.281, 4.715, 2.570)
H (-0.099, 4.028, 1.704)
H (2.304, 5.896, -0.330)
H (3.349, 4.539, -0.769)
H (3.465, 5.268, 0.831)
O (-0.331, 1.144, -2.114)
N (-1.616, 1.355, -2.300)
N (-2.362, 1.244, -1.206)
O (-1.832, 0.683, -0.085)
C (-3.659, 1.672, -1.178)
C (-4.271, 2.151, -2.351)
C (-5.579, 2.577, -2.307)
C (-6.310, 2.543, -1.123)
C (-5.705, 2.070, 0.035)
C (-4.398, 1.640, 0.017)
H (-3.696, 2.182, -3.264)
H (-6.056, 2.941, -3.207)
H (-7.333, 2.892, -1.102)
H (-6.268, 2.025, 0.957)
H (-3.928, 1.260, 0.909)
C (0.069, -1.359, 0.790)
Ge (-1.360, -2.239, -0.302)
C (-0.646, -1.923, -2.131)
C (-1.426, -2.202, -3.245)
C (-0.944, -1.989, -4.523)
C (0.344, -1.519, -4.715)
C (1.153, -1.289, -3.616)
C (0.660, -1.494, -2.340)
C (-1.066, -4.219, -0.224)
C (0.212, -4.731, -0.414)
C (0.429, -6.090, -0.543)
C (-0.645, -6.964, -0.514)
C (-1.925, -6.470, -0.334)
C (-2.128, -5.109, -0.186)
C (-3.306, -1.913, -0.054)
C (-3.916, -2.312, 1.129)
C (-5.285, -2.195, 1.295)
C (-6.057, -1.625, 0.294)
C (-5.458, -1.202, -0.879)
C (-4.093, -1.368, -1.059)
H (0.958, -1.894, 0.419)
H (-2.421, -2.605, -3.106)
H (-1.579, -2.186, -5.374)
H (0.718, -1.335, -5.712)
H (2.170, -0.938, -3.739)
H (1.329, -1.312, -1.507)
H (1.049, -4.045, -0.480)
H (1.434, -6.465, -0.673)
H (-0.479, -8.024, -0.646)
H (-2.766, -7.150, -0.318)
H (-3.127, -4.717, -0.053)
H (-3.311, -2.736, 1.921)
H (-5.756, -2.557, 2.198)
H (-7.120, -1.496, 0.439)
H (-6.055, -0.753, -1.660)
H (-3.632, -1.055, -1.984)

Calculated values
Molecular weight, g mol⁻¹: 1072.856
Relative energy (zero: lowest compared OMol25 entry of this formula, charge and spin), kJ/mol: 93.5
Multiplicity: 5
Electronic energy, a.u.: -5144.84369
HOMO-LUMO gap (alpha / beta), eV: 5.4 / 6.3
Net charge: 0

***

No. 2
Below is C51H62BrN3O6PReS2 as an isolated structure, with properties calculated with ωB97M-V/def2-TZVPD.

CARTESIAN COORDINATES (ANGSTROEM)
Re (-0.681, 0.345, 0.329)
C (1.257, 3.542, 1.959)
C (-0.042, 3.499, 2.759)
C (0.123, 2.748, 4.078)
C (-1.269, 3.045, 1.944)
C (-2.571, 3.498, 2.564)
O (-2.987, 2.339, 3.337)
C (-2.362, 1.291, 2.840)
N (-1.481, 1.542, 1.915)
C (-2.725, 0.029, 3.514)
C (-3.282, 0.154, 4.792)
C (-3.662, -0.964, 5.507)
C (-3.525, -2.224, 4.942)
C (-2.991, -2.353, 3.674)
C (-2.557, -1.239, 2.958)
P (-2.032, -1.475, 1.236)
C (-3.650, -1.881, 0.522)
C (-4.594, -0.854, 0.488)
C (-5.880, -1.105, 0.041)
C (-6.232, -2.382, -0.379)
C (-5.299, -3.406, -0.333)
C (-4.011, -3.161, 0.122)
C (-1.011, -2.970, 1.259)
C (-0.832, -3.671, 0.067)
C (-0.027, -4.800, 0.046)
C (0.632, -5.210, 1.194)
C (0.495, -4.488, 2.371)
C (-0.326, -3.372, 2.407)
H (2.063, 3.932, 2.583)
H (1.157, 4.190, 1.086)
H (1.556, 2.561, 1.597)
H (-0.283, 4.539, 3.008)
H (0.310, 1.682, 3.919)
H (-0.757, 2.838, 4.720)
H (0.972, 3.147, 4.633)
H (-1.205, 3.398, 0.922)
H (-3.342, 3.701, 1.821)
H (-2.472, 4.329, 3.257)
H (-3.415, 1.136, 5.221)
H (-4.082, -0.850, 6.497)
H (-3.847, -3.104, 5.484)
H (-2.918, -3.336, 3.224)
H (-4.327, 0.149, 0.801)
H (-6.607, -0.304, 0.019)
H (-7.235, -2.578, -0.734)
H (-5.572, -4.405, -0.649)
H (-3.301, -3.976, 0.162)
H (-1.313, -3.324, -0.843)
H (0.097, -5.353, -0.875)
H (1.259, -6.093, 1.169)
H (1.023, -4.796, 3.265)
H (-0.430, -2.819, 3.331)
C (0.694, 6.853, -2.744)
C (0.512, 6.370, -1.314)
N (-0.837, 5.840, -1.083)
C (-1.841, 6.821, -0.677)
C (-1.969, 6.906, 0.837)
C (-1.151, 4.553, -1.300)
S (-2.704, 3.943, -1.071)
N (-0.091, 3.829, -1.797)
C (0.329, 2.679, -1.455)
O (0.043, 2.049, -0.326)
C (1.451, 2.102, -2.242)
C (1.535, 2.361, -3.607)
C (2.620, 1.901, -4.333)
C (3.636, 1.195, -3.697)
C (3.555, 0.934, -2.337)
C (2.460, 1.383, -1.613)
H (1.698, 7.258, -2.882)
H (-0.023, 7.637, -2.992)
H (0.555, 6.025, -3.438)
H (0.650, 7.190, -0.606)
H (1.246, 5.606, -1.075)
H (-2.792, 6.547, -1.125)
H (-1.534, 7.782, -1.091)
H (-2.306, 5.946, 1.232)
H (-2.697, 7.667, 1.118)
H (-1.014, 7.163, 1.299)
H (0.741, 2.920, -4.084)
H (2.679, 2.097, -5.395)
H (4.489, 0.847, -4.266)
H (4.344, 0.386, -1.836)
H (2.413, 1.214, -0.542)
C (5.215, -5.067, -0.466)
C (4.906, -3.993, 0.578)
C (6.125, -3.068, 0.711)
C (4.648, -4.691, 1.920)
C (3.695, -3.146, 0.188)
C (3.180, -2.222, 1.093)
C (2.092, -1.485, 0.703)
Br (1.337, -0.205, 1.897)
C (1.459, -1.580, -0.537)
O (0.322, -0.864, -0.720)
C (2.017, -2.436, -1.495)
C (3.101, -3.210, -1.066)
C (1.583, -2.579, -2.964)
C (0.927, -3.949, -3.180)
C (2.827, -2.484, -3.867)
C (0.603, -1.499, -3.414)
H (6.037, -5.689, -0.110)
H (5.523, -4.633, -1.420)
H (4.356, -5.719, -0.642)
H (7.012, -3.649, 0.972)
H (5.974, -2.318, 1.489)
H (6.321, -2.548, -0.229)
H (5.525, -5.273, 2.210)
H (3.798, -5.371, 1.849)
H (4.449, -3.980, 2.724)
H (3.607, -2.086, 2.078)
H (3.509, -3.908, -1.780)
H (1.580, -4.772, -2.879)
H (0.695, -4.074, -4.240)
H (-0.013, -4.024, -2.629)
H (3.535, -3.297, -3.713)
H (3.345, -1.539, -3.712)
H (2.506, -2.527, -4.910)
H (-0.341, -1.554, -2.881)
H (0.394, -1.640, -4.476)
H (1.014, -0.496, -3.285)
C (-3.981, 0.850, -2.689)
S (-2.410, 0.247, -2.191)
O (-1.385, 0.880, -2.971)
O (-2.439, -1.194, -2.157)
O (-2.331, 0.769, -0.726)
H (-4.091, 0.567, -3.735)
H (-3.976, 1.933, -2.577)
H (-4.748, 0.377, -2.080)

Calculated values
Molecular weight, g mol⁻¹: 1174.291
Relative energy (zero: lowest compared OMol25 entry of this formula, charge and spin), kJ/mol: 0.0
Multiplicity: 2
Electronic energy, a.u.: -6386.22111
HOMO-LUMO gap (alpha / beta), eV: 5.7 / 6.0
Net charge: +1